[1]
17
Properties=species:S:1:pos:R:3 method="wB97M-V/def2-TZVPD" max_force_ev_per_a=4.772 homo_ev="-8.84 / -7.44" homo_lumo_gap_ev="7.83 / 6.21" lumo_energy_ha="-0.0373 / -0.0450" de_lowest_kj_mol=266.1
C -1.46976 0.63887 -1.63131
C -0.92029 1.36884 -0.42974
Si 0.10318 0.15655 0.66323
P -0.21961 -2.09603 0.14933
P 3.88107 -0.46284 -0.11377
P -0.83002 0.64531 2.70039
H -2.14232 1.21464 -2.29132
H -0.71595 0.19982 -2.44576
H -2.02610 -0.40118 -1.24721
H -1.87016 1.70550 0.06302
H -0.37809 2.24824 -0.85258
H 0.08371 -2.03281 -1.25569
H 1.11295 -2.38091 0.48953
H 4.90830 0.27384 0.21994
H 3.71621 -1.21436 1.00259
H -1.98350 0.78422 1.97561
H -1.24963 -0.64771 3.00375

---

[2]
61
Properties=species:S:1:pos:R:3 method="wB97M-V/def2-TZVPD" max_force_ev_per_a=1.859 smiles="CCCCCC[C@@]1(P(=N)(O)O)OC(=O)O[C@@]1(O)F.C[C@@H]1COC(=O)O1.C[C@@H]1COC(=O)O1" homo_ev=-9.44 homo_lumo_gap_ev=9.41 lumo_energy_ha=-0.0009
C 3.60901 0.52408 1.75401
C 3.20594 0.95571 0.34197
C 2.72950 2.42541 0.29910
C 1.34361 2.58887 -0.32736
C 0.25158 2.14627 0.66051
C 0.00425 0.60860 0.66852
C -1.48762 0.19889 0.59350
P -2.58154 1.09595 1.79833
N -3.45969 2.15773 1.12259
O -1.60075 1.75085 2.88721
O -3.48002 0.06825 2.62751
O -1.89595 0.48433 -0.76180
C -2.04892 -0.67321 -1.43586
O -1.95144 -0.79883 -2.61546
O -2.32758 -1.65778 -0.52983
C -1.52884 -1.37667 0.58497
O -2.06119 -2.04335 1.65354
F -0.28567 -1.91679 0.34052
H 2.85770 0.83642 2.47490
H 3.74590 -0.55551 1.81550
H 4.54942 0.99943 2.04298
H 2.43147 0.28193 -0.01993
H 4.07055 0.83176 -0.31324
H 3.45710 2.98886 -0.29230
H 2.75034 2.85682 1.30192
H 1.27922 1.98318 -1.23521
H 1.16847 3.63834 -0.57244
H -0.69651 2.64492 0.45515
H 0.54325 2.44160 1.66928
H 0.44298 0.22648 -0.25012
H 0.46057 0.12853 1.53700
H -3.35572 2.20295 0.11772
H -0.93594 1.14894 3.25117
H -3.00475 -0.30008 3.38412
H -1.33839 -2.38237 2.19574
C 1.80628 -5.41444 4.26676
C 2.36184 -4.15707 3.65203
C 3.61337 -3.61091 4.30213
O 3.51547 -2.20998 4.00605
C 2.20606 -1.91007 3.87062
O 1.76551 -0.80901 3.79994
O 1.46187 -3.04234 3.82523
H 0.87270 -5.69796 3.78258
H 2.51611 -6.23386 4.15763
H 1.59487 -5.26506 5.32611
H 2.51402 -4.29181 2.57748
H 4.53310 -4.02052 3.89390
H 3.60622 -3.73591 5.38723
C -3.14017 0.24755 -5.65019
C -3.12838 1.51526 -6.46229
C -1.81236 2.25913 -6.48007
O -2.23496 3.61006 -6.70572
C -3.49313 3.73429 -6.21083
O -4.06572 4.76336 -6.07448
O -3.99584 2.51571 -5.89545
H -4.13911 -0.18740 -5.63556
H -2.44995 -0.48301 -6.07186
H -2.85655 0.44361 -4.61702
H -3.47444 1.32188 -7.48219
H -1.13843 1.93640 -7.26944
H -1.29872 2.21159 -5.51679

---

[3]
96
Properties=species:S:1:pos:R:3 method="wB97M-V/def2-TZVPD" charge=+1 spin_multiplicity=5 max_force_ev_per_a=0.859 homo_ev="-9.38 / -11.09" homo_lumo_gap_ev="6.85 / 6.55" lumo_energy_ha="-0.0932 / -0.1671" de_lowest_kj_mol=129.3
Pd 1.15452 0.41234 0.26037
C -1.31780 -1.76668 -1.01878
Si 0.50176 -1.56134 -0.79716
C 1.17771 -2.96542 0.25238
C 0.83360 -4.27781 -0.07859
C 1.23414 -5.34940 0.70621
C 1.98442 -5.12548 1.85481
C 2.34853 -3.83573 2.19765
C 1.96230 -2.75798 1.39160
P 2.33040 -1.04916 1.83472
C 2.42818 1.58986 1.95199
C 3.53782 2.13946 1.33801
C 3.82648 3.47830 1.58121
C 3.01969 4.22483 2.43086
C 1.93727 3.63260 3.06834
C 1.63851 2.29345 2.83581
C 3.98037 -1.12863 2.56973
C 4.30235 -0.28721 3.64166
C 5.54501 -0.35579 4.24715
C 6.49371 -1.26003 3.78835
C 6.18804 -2.10601 2.73177
C 4.94088 -2.04586 2.13142
C 1.31961 -1.63580 -2.47595
C 0.95102 -2.65316 -3.36912
C 1.57620 -2.79491 -4.59452
C 2.59456 -1.91833 -4.96110
C 2.96620 -0.90317 -4.10170
C 2.32522 -0.75485 -2.86889
P 2.83030 0.57964 -1.73702
C 4.61989 0.26833 -1.59815
C 5.60450 1.12489 -2.08563
C 6.94549 0.77808 -1.97922
C 7.31114 -0.42515 -1.39531
C 6.33248 -1.28521 -0.91511
C 4.99585 -0.93727 -1.00940
C 2.65483 2.12118 -2.66349
C 1.91198 2.20090 -3.83715
C 1.70863 3.43078 -4.44980
C 2.23133 4.58597 -3.88951
C 2.95404 4.51717 -2.70461
C 3.15473 3.29297 -2.09189
H -1.55948 -2.78860 -1.32756
H -1.65198 -1.08048 -1.79528
H -1.85891 -1.56277 -0.09710
H 0.23775 -4.48208 -0.96112
H 0.95236 -6.35647 0.42732
H 2.28033 -5.95633 2.48193
H 2.93044 -3.66607 3.09486
H 4.19715 1.54126 0.71836
H 4.69278 3.93389 1.11653
H 3.24807 5.26648 2.61325
H 1.32758 4.20743 3.75426
H 0.81204 1.82006 3.35114
H 3.57189 0.42030 4.01023
H 5.77292 0.29540 5.08036
H 7.46729 -1.30965 4.25796
H 6.92210 -2.81668 2.37533
H 4.71007 -2.72473 1.32110
H 0.15727 -3.34461 -3.10998
H 1.27469 -3.58789 -5.26646
H 3.09066 -2.02886 -5.91629
H 3.75745 -0.21960 -4.38912
H 5.33668 2.05418 -2.56836
H 7.70340 1.44678 -2.36547
H 8.35581 -0.69710 -1.32233
H 6.61560 -2.23072 -0.47151
H 4.23303 -1.62172 -0.65156
H 1.49223 1.30620 -4.27893
H 1.13861 3.48193 -5.36837
H 2.07172 5.54201 -4.37053
H 3.35023 5.41703 -2.25316
H 3.68301 3.25332 -1.14742
Cl -4.52045 0.92481 5.65467
C -3.37667 0.29492 4.54877
C -3.09347 -1.05949 4.59855
C -2.17393 -1.61227 3.73088
I -1.72843 -3.60736 3.79100
C -1.46419 -0.79249 2.75030
O -0.61163 -1.27588 2.01720
C -1.82130 0.65320 2.69613
N -1.20750 1.39140 1.76531
C -1.49251 2.68180 1.70959
C -2.39395 3.30792 2.57738
C -3.03000 2.55520 3.53061
C -2.75053 1.18212 3.60110
H -3.60245 -1.67435 5.32766
H -0.97121 3.24903 0.94821
H -2.57840 4.36897 2.48527
H -3.73544 3.00060 4.21769
C -1.43029 2.11768 -2.76523
O -0.72518 1.14542 -1.96143
C 0.09749 1.62936 -1.01289
O 0.25529 2.80762 -0.82024
H -1.57208 1.65431 -3.73801
H -0.85388 3.03339 -2.85511
H -2.39613 2.31581 -2.30321

---

[4]
61
Properties=species:S:1:pos:R:3 method="wB97M-V/def2-TZVPD" charge=+1 spin_multiplicity=6 max_force_ev_per_a=0.670 homo_ev="-10.55 / -10.67" homo_lumo_gap_ev="8.43 / 8.51" lumo_energy_ha="-0.0776 / -0.0794" de_lowest_kj_mol=0.0
Mn -0.31042 -0.01251 0.74897
N 0.78600 1.50609 2.10104
C 0.95956 1.20926 3.55629
C 0.37018 -0.15396 3.86603
C -1.15535 -0.08151 3.87864
C -1.78768 -1.37581 3.41664
N -1.52883 -1.55660 1.96004
H 1.69667 1.57123 1.66097
H 0.34306 2.40614 1.96869
H 0.43412 1.96982 4.13307
H 2.01035 1.26799 3.83122
H 0.74614 -0.56214 4.80605
H 0.71337 -0.84476 3.09057
H -1.49406 0.70229 3.19002
H -1.50532 0.20563 4.87276
H -2.86046 -1.36408 3.59680
H -1.37559 -2.21774 3.97347
H -2.39752 -1.73642 1.47566
H -0.92874 -2.36626 1.81850
O -1.76034 1.90853 0.72737
C -3.09970 1.62190 0.34098
C -3.12668 0.60991 -0.78136
C -4.06798 0.66692 -1.79335
C -4.05443 -0.30693 -2.77928
C -3.10271 -1.31178 -2.71518
C -2.19338 -1.28770 -1.67441
N -2.19219 -0.34344 -0.72770
H -1.31129 2.30892 -0.03585
H -3.62730 2.52731 0.04707
H -3.59754 1.21883 1.22316
H -4.80005 1.46726 -1.80588
H -4.77879 -0.28281 -3.58492
H -3.05805 -2.09646 -3.46000
H -1.44049 -2.05965 -1.57844
Cl 4.18071 5.48057 -2.16284
C 3.06900 4.20966 -1.76590
C 3.52430 3.06816 -1.13884
C 2.62823 2.05533 -0.83129
Cl 3.27172 0.64142 -0.02680
C 1.25369 2.12271 -1.13174
O 0.36045 1.17940 -0.87968
C 0.86226 3.32162 -1.76590
Cl -0.82373 3.51025 -2.17615
C 1.73200 4.34526 -2.08346
H 4.57157 2.96426 -0.88555
H 1.37127 5.24037 -2.57459
C 2.73022 -3.36717 -2.84290
N 2.05536 -2.99620 -1.60855
C 1.88274 -3.87368 -0.46347
C 1.04609 -2.99960 0.45862
O 0.67257 -3.33532 1.56546
N 0.77970 -1.79758 -0.16613
C 1.38185 -1.86063 -1.38081
N 1.28053 -0.88509 -2.26841
H 3.48651 -4.11623 -2.61758
H 3.24572 -2.50798 -3.27196
H 2.03947 -3.77884 -3.58130
H 2.83025 -4.13935 0.00691
H 1.34307 -4.78883 -0.71293
H 0.90093 0.00922 -1.92648
H 1.81893 -0.90919 -3.11538

---

[5]
33
Properties=species:S:1:pos:R:3 method="wB97M-V/def2-TZVPD" max_force_ev_per_a=7.309 smiles=CCCCCNc1ccc2nccnc2c1 homo_ev=-7.93 homo_lumo_gap_ev=7.87 lumo_energy_ha=-0.0019 de_lowest_kj_mol=284.4
C 4.47606 1.47986 -1.19911
C 4.59844 0.03244 -0.72499
C 3.67332 -0.40100 0.47781
C 2.15353 0.14030 0.12688
C 1.32101 -0.88459 1.14025
N 0.07404 -0.37832 1.60339
C -1.19065 -0.39816 0.93284
C -1.54702 -1.46685 0.06301
C -2.67067 -1.57903 -0.72091
C -3.73217 -0.57116 -0.55216
N -4.92529 -0.70864 -1.04177
C -5.92451 0.11408 -0.71412
C -5.67863 1.21201 0.10706
N -4.53282 1.42596 0.64429
C -3.47071 0.50608 0.41594
C -2.19042 0.60904 1.07221
H 5.19780 1.70826 -2.03307
H 3.49225 1.62061 -1.51458
H 4.67519 2.25600 -0.50835
H 4.52282 -0.69335 -1.59704
H 5.60614 -0.09858 -0.47698
H 3.38982 -1.50624 0.33554
H 4.18802 -0.04432 1.38282
H 1.89821 -0.25183 -0.92124
H 2.14824 1.13424 0.25248
H 1.91880 -1.01913 2.00778
H 1.18616 -1.75655 0.60334
H 0.26249 0.59984 1.85716
H -0.71456 -2.11439 -0.25190
H -2.85355 -2.38714 -1.36440
H -6.84052 -0.03227 -1.20569
H -6.47592 1.85850 0.20431
H -2.03488 1.59433 1.59920